## P
The following is a quantum chemistry calculation of a single C4H5N3 molecule, from the Open Molecules 2025 dataset.

Computed properties:
LUMO energy: 0.00393 Eh
SMILES string: [H]/N=N\c1ccc[nH]1

Each line ends with the natural charge from an NBO analysis.
Geometry (Å):
H -0.35 1.83 -1.91  0.292
N -0.36 2.55 -1.24  -0.280
N -0.13 2.17 -0.10  -0.112
C -0.20 0.74 0.12  0.152
C -0.36 -0.33 -0.70  -0.302
C -0.12 -1.54 -0.11  -0.284
C 0.75 -1.24 0.90  -0.042
N 0.67 0.16 1.06  -0.528
H -1.16 -0.58 -1.58  0.223
H -0.30 -2.63 -0.40  0.238
H 1.06 -1.77 1.88  0.219
H 0.51 0.65 2.08  0.423

## Q
The following is a quantum chemistry calculation of a single C4H5N3 molecule, from the Open Molecules 2025 dataset.

Computed properties:
LUMO energy: 0.02672 Eh
SMILES string: N#C[C@H]1CN=CN1

Each line ends with the natural charge from an NBO analysis.
Geometry (Å):
N 2.80 -0.94 0.93  -0.301
C 1.83 -0.59 0.40  0.266
C 0.65 -0.12 -0.33  -0.174
C -0.71 -0.98 -0.35  -0.241
N -1.76 -0.04 0.02  -0.449
C -1.21 1.06 0.30  0.256
N 0.16 1.18 0.15  -0.618
H 0.98 0.01 -1.37  0.231
H -0.80 -1.30 -1.38  0.206
H -0.83 -1.89 0.27  0.220
H -1.76 1.95 0.61  0.197
H 0.70 1.71 0.82  0.408

From most stable to least stable, the computed energies give Q, P.